The following is a DFT calculation (ωB97M-V/def2-TZVPD) of a molecular structure, C39H52MnN7PS.

Geometry as XYZ:
```
101
Properties=species:S:1:pos:R:3:forces:R:3
Mn 0.27327 -1.01152 -0.02614 0.415 0.251 0.092
C 0.45682 -1.02634 3.24497 -0.046 -0.035 -0.101
N 0.15360 -1.67417 1.96208 0.134 0.101 0.003
C -0.30701 -2.87997 1.96826 -0.142 -0.326 0.020
C -0.54646 -3.54926 0.73148 0.193 0.329 0.214
C -1.12712 -4.76142 0.39445 -0.070 -0.233 -0.133
C -1.11659 -4.82567 -1.00827 -0.015 0.005 0.101
C -0.53146 -3.64493 -1.45843 0.048 -0.054 0.189
N -0.16968 -2.87276 -0.41155 -0.405 -0.345 -0.413
C 1.54446 -1.73615 4.01652 0.022 0.000 0.010
C 1.36002 -2.07479 5.34973 0.047 -0.018 0.038
C 2.36575 -2.72257 6.06089 -0.022 0.022 -0.047
C 3.56082 -3.04211 5.43748 -0.003 0.016 -0.033
C 3.75150 -2.71144 4.09961 -0.027 -0.010 0.058
C 2.74983 -2.06337 3.39803 -0.014 -0.007 0.004
H -0.45014 -0.96398 3.85191 -0.017 -0.024 0.036
H 0.75446 -0.00067 3.02404 0.039 0.016 0.007
H -0.51168 -3.39199 2.91027 0.004 -0.009 -0.028
H -1.49887 -5.50480 1.08276 0.001 0.010 -0.027
H -1.47826 -5.63228 -1.62498 -0.002 0.009 0.013
H -0.34313 -3.33118 -2.47412 -0.017 0.006 -0.008
H 0.42388 -1.83247 5.83996 0.009 -0.003 0.001
H 2.20967 -2.98169 7.09983 -0.005 0.003 -0.006
H 4.34168 -3.55091 5.98699 -0.005 0.004 0.000
H 4.68092 -2.96400 3.60539 -0.004 0.002 0.005
H 2.89626 -1.82603 2.35074 -0.013 -0.004 -0.009
N 2.33305 -0.92171 -0.46295 0.127 0.052 0.543
S 3.08718 -1.04728 -1.84982 -0.467 -0.048 -0.391
C 4.00800 0.44770 -2.15120 0.116 0.064 0.020
C 4.89382 0.48603 -3.22329 0.008 0.064 0.032
C 5.57062 1.66403 -3.48731 -0.030 0.020 0.031
C 5.35409 2.78608 -2.69173 0.024 -0.025 -0.027
C 4.45775 2.73442 -1.63689 -0.037 -0.035 0.020
C 3.76952 1.55655 -1.36048 0.047 0.086 -0.069
C 4.39835 -2.21296 -1.66032 0.206 -0.055 0.092
C 4.20886 -3.47436 -2.20403 0.080 -0.056 0.051
C 5.18197 -4.44500 -2.00010 -0.030 0.041 0.000
C 6.31447 -4.14311 -1.25908 0.012 0.010 0.010
C 6.49001 -2.87369 -0.71540 -0.011 -0.006 -0.023
C 5.53048 -1.89646 -0.91610 0.033 -0.118 -0.036
H 2.97973 -0.86992 0.32219 0.038 0.070 -0.096
H 5.06421 -0.39175 -3.83561 -0.014 0.000 0.023
H 6.26834 1.70876 -4.31280 -0.004 0.005 0.007
H 5.88797 3.70343 -2.90115 -0.004 -0.004 -0.001
H 4.28762 3.61061 -1.02521 0.003 -0.007 -0.004
H 3.04778 1.50049 -0.55558 0.010 -0.008 0.000
H 3.31394 -3.69817 -2.77120 0.002 0.017 0.003
H 5.05242 -5.43327 -2.41995 0.006 0.006 0.002
H 7.07220 -4.90008 -1.10560 -0.006 0.002 0.003
H 7.37974 -2.64466 -0.14401 -0.004 -0.013 -0.005
H 5.66757 -0.89891 -0.51610 -0.010 -0.005 -0.002
N -0.50265 0.55118 -0.51359 0.085 0.071 -0.018
P -1.91276 1.25312 -0.30346 0.016 0.126 -0.020
N -2.21108 1.69585 1.24785 -0.059 0.190 0.215
C -1.14036 2.31921 2.03539 -0.102 -0.081 0.025
C -1.47222 3.76678 2.37121 0.010 0.036 -0.061
C -2.80676 3.84520 3.10587 0.026 -0.070 0.062
C -3.90783 3.19292 2.27672 0.011 0.037 -0.041
C -3.53263 1.76883 1.88406 0.095 0.038 0.035
N -3.18331 0.25123 -0.65500 -0.129 -0.485 -0.102
C -3.34208 -0.14617 -2.07049 -0.001 0.069 0.180
C -4.72941 -0.72191 -2.29802 -0.069 0.095 -0.021
C -4.98371 -1.90966 -1.37884 0.049 -0.076 -0.031
C -4.73953 -1.51442 0.07166 -0.029 0.036 0.048
C -3.35088 -0.91960 0.23972 0.043 0.096 -0.097
N -1.96673 2.54808 -1.30506 -0.109 0.148 -0.190
C -3.12311 3.46335 -1.28702 0.094 -0.032 -0.029
C -3.48532 3.89582 -2.70095 -0.017 0.008 0.005
C -2.32592 4.65835 -3.36007 0.012 0.009 -0.016
C -0.97295 4.20219 -2.79796 0.010 0.013 0.029
C -1.00869 2.73266 -2.41436 -0.135 0.018 -0.003
H -0.19788 2.24029 1.49193 -0.015 -0.006 -0.061
H -1.02639 1.74733 2.96669 0.010 0.014 -0.027
H -1.52472 4.33920 1.43867 0.013 0.009 0.022
H -0.67048 4.19738 2.97417 0.007 -0.011 0.006
H -3.06313 4.87829 3.34209 0.004 0.013 -0.030
H -2.71521 3.31846 4.06309 -0.006 0.014 -0.003
H -4.07954 3.78383 1.37370 -0.010 0.006 -0.005
H -4.84878 3.17157 2.82945 -0.006 -0.012 0.010
H -4.27579 1.33980 1.21599 -0.007 0.048 -0.025
H -3.50466 1.14541 2.78697 0.000 -0.015 0.029
H -2.58221 -0.89524 -2.33211 0.021 -0.025 0.017
H -3.17745 0.72428 -2.70106 0.007 0.095 -0.026
H -4.82742 -1.00952 -3.34640 -0.004 -0.019 0.003
H -5.46884 0.06193 -2.10387 0.003 -0.017 -0.018
H -4.30142 -2.72501 -1.64527 -0.005 0.004 0.002
H -5.99749 -2.28840 -1.51114 -0.015 0.006 0.005
H -4.83377 -2.37783 0.73278 -0.014 -0.011 -0.008
H -5.48519 -0.77705 0.38644 0.004 -0.009 0.006
H -2.59677 -1.68696 0.00084 -0.017 0.055 -0.042
H -3.18396 -0.60629 1.27010 0.022 -0.066 -0.063
H -2.89051 4.34699 -0.68242 0.007 0.008 0.020
H -3.96896 2.96356 -0.81316 -0.008 -0.049 -0.016
H -4.38518 4.51125 -2.66932 0.001 -0.005 0.001
H -3.73822 3.01015 -3.28861 0.006 -0.038 0.019
H -2.44442 5.73231 -3.20926 0.001 0.001 0.016
H -2.35187 4.49274 -4.43839 -0.008 0.007 -0.002
H -0.71212 4.78051 -1.90676 -0.008 0.003 -0.015
H -0.17713 4.37143 -3.52415 -0.002 -0.009 -0.003
H -0.03460 2.37896 -2.09412 0.035 -0.022 0.062
H -1.30018 2.12733 -3.28271 -0.009 0.023 -0.013
```
Forces are in eV/Å.

As for the spin multiplicity: 5. Its HOMO-LUMO gap (spin up / spin down) is 6.54 / 8.20 eV. Its expectation value of S² is 6.373. The calculation puts the molar mass at 736.87 g/mol. The value obtained for the LUMO energy (spin up / spin down) is -0.13535 / -0.07590 hartree. The largest force on an atom is 0.67 eV Å⁻¹. The charge is +1.

---

The following is a DFT calculation (ωB97M-V/def2-TZVPD) of a molecular structure, C39H52N12O2P2Ti.

Geometry as XYZ:
```
108
Properties=species:S:1:pos:R:3:forces:R:3
Ti 0.10954 0.42704 0.28589 1.184 -0.965 0.395
O -6.87505 0.71924 1.06238 0.049 -0.025 -0.003
C -5.78398 0.69176 0.57793 0.090 0.009 -0.205
O -5.27807 0.80830 -0.59750 -0.162 0.002 0.099
C -4.40591 0.52521 1.17861 0.209 0.126 -0.324
C -3.73421 -0.72106 1.08712 -0.271 -0.176 0.146
C -2.37818 -0.74199 1.08764 0.362 0.014 0.379
N -1.64618 0.40588 1.16783 -0.690 0.455 0.113
C -2.28012 1.61019 1.32640 0.311 -0.200 0.195
C -3.63019 1.68599 1.44495 -0.264 0.051 0.121
C -1.36955 2.77959 1.19268 -0.115 -0.183 -0.121
C -1.75202 4.09331 1.40722 -0.122 0.024 0.106
C -0.87159 5.11401 1.09533 0.028 0.014 0.042
C 0.37768 4.79845 0.57329 -0.019 0.078 0.043
C 0.70161 3.47133 0.41139 0.043 -0.093 0.120
N -0.14381 2.47285 0.71679 -0.256 0.704 0.100
C -1.51483 -1.95338 1.10148 -0.017 0.232 -0.024
C -1.98517 -3.21541 1.41399 -0.058 -0.133 0.016
C -1.07532 -4.24014 1.63417 -0.019 0.041 -0.006
C 0.28163 -3.96517 1.53941 -0.026 -0.073 -0.029
C 0.66823 -2.69105 1.17295 0.079 0.029 -0.009
N -0.19779 -1.70301 0.92693 -0.122 0.146 0.179
H -4.31524 -1.62708 0.97269 -0.010 0.021 0.018
H -4.13571 2.62750 1.61274 -0.009 -0.008 -0.086
H -2.73004 4.31498 1.81149 0.010 0.006 -0.016
H -1.15380 6.14649 1.25673 -0.007 -0.018 -0.003
H 1.09073 5.56893 0.31507 -0.003 -0.019 -0.010
H 1.67663 3.18075 0.03426 0.010 -0.019 0.007
H -3.04595 -3.38494 1.53874 0.015 0.008 0.047
H -1.41844 -5.22602 1.92033 -0.010 0.007 -0.017
H 1.02497 -4.71868 1.75998 0.006 0.013 -0.023
H 1.72151 -2.43740 1.11827 -0.008 0.030 0.020
N 2.57862 -1.83735 -1.50146 0.137 0.063 0.041
C 2.50661 -0.54876 -1.86515 -0.050 -0.029 0.070
N 3.42080 -0.10301 -2.70333 -0.032 -0.009 -0.009
C 3.26082 1.15422 -3.12923 -0.053 0.040 0.053
N 4.22800 1.72366 -3.82071 -0.016 0.018 -0.022
N 2.10835 1.86532 -2.94519 0.046 0.108 -0.169
C 1.25173 1.32564 -2.13666 -0.087 -0.155 -0.127
N 1.45552 0.19209 -1.40041 -0.176 0.443 -0.440
C -0.14226 1.87372 -2.10811 0.156 -0.293 -0.107
C -0.48583 3.02552 -2.78007 0.018 0.124 -0.067
C -1.82900 3.38995 -2.82873 0.091 0.024 0.002
C -2.76695 2.55680 -2.24395 -0.051 -0.020 -0.070
C -2.33350 1.42420 -1.57347 -0.084 -0.348 0.070
N -1.04062 1.09191 -1.46642 0.269 0.572 -0.545
H 3.43462 -2.32514 -1.71944 -0.006 -0.018 0.030
H 2.00109 -2.17749 -0.75552 -0.075 -0.045 -0.053
H 5.07486 1.21332 -4.01623 0.005 0.007 0.013
H 4.09552 2.64150 -4.21368 0.015 0.010 0.020
H 0.29168 3.61326 -3.24816 -0.041 -0.005 -0.047
H -2.13320 4.29865 -3.33244 0.011 -0.018 -0.006
H -3.82886 2.76366 -2.28250 0.002 -0.029 0.005
H -3.06677 0.75859 -1.12808 -0.007 0.102 0.121
C 4.60284 0.44892 3.30577 0.058 0.130 -0.010
C 3.63393 0.89518 2.20965 -0.013 -0.171 -0.149
C 3.96019 0.13001 0.93080 0.052 0.083 0.004
P 1.80788 0.81744 2.58659 0.273 -0.223 0.323
C 1.53855 2.42749 3.46006 -0.229 -0.012 0.124
C 2.63222 2.87996 4.43377 -0.013 0.058 -0.038
C 0.17173 2.46088 4.15886 0.049 0.053 -0.029
C 1.52560 -0.55775 3.81642 -0.147 0.055 -0.029
C 0.01898 -0.82515 4.01550 0.072 -0.050 0.005
C 2.15831 -0.45983 5.21037 0.071 -0.079 -0.040
H 5.61784 0.68348 2.97972 -0.003 -0.044 -0.014
H 4.55154 -0.62965 3.46311 -0.014 0.019 0.014
H 4.44948 0.95525 4.25318 0.000 -0.028 -0.010
H 3.80130 1.95859 2.00764 -0.019 0.021 0.029
H 3.68970 -0.92655 1.01871 -0.009 0.002 -0.024
H 5.03125 0.17483 0.72566 -0.008 -0.029 0.017
H 3.44675 0.56881 0.07844 -0.029 -0.022 -0.042
H 1.53220 3.15678 2.64786 -0.039 0.030 -0.016
H 2.78605 2.17773 5.24950 0.004 0.017 -0.011
H 2.31538 3.82611 4.87704 0.013 -0.006 0.001
H 3.58603 3.06418 3.94194 -0.001 -0.035 0.013
H 0.21686 1.93812 5.11384 -0.016 -0.009 -0.012
H -0.62816 2.01062 3.56949 -0.005 -0.033 0.018
H -0.10628 3.49393 4.37297 0.001 -0.009 0.010
H 1.96855 -1.41834 3.30051 0.007 -0.030 0.010
H -0.34497 -0.28256 4.88650 -0.007 -0.007 -0.006
H -0.15135 -1.88707 4.20557 0.006 0.016 0.018
H -0.59329 -0.52220 3.17157 -0.027 0.000 -0.026
H 1.76299 0.38835 5.76662 -0.019 -0.024 -0.001
H 3.24058 -0.40395 5.20563 -0.045 0.012 0.020
H 1.88466 -1.36067 5.76378 -0.015 0.024 0.012
C -2.56164 -2.40617 -5.10202 -0.045 -0.031 0.083
N -1.01981 -2.39270 -5.18800 0.012 0.043 0.044
C -0.53278 -3.84256 -4.99591 -0.035 -0.053 0.067
N -1.02008 -4.36955 -3.77539 0.051 -0.196 0.100
C -2.48174 -4.34770 -3.73857 0.122 0.178 -0.029
N -2.97916 -2.98159 -3.87820 -0.194 0.004 0.063
C -2.68754 -2.14867 -2.71238 0.175 0.001 -0.044
P -0.85219 -1.94024 -2.39453 -0.269 -0.534 -0.337
C -0.42690 -1.47620 -4.15545 0.027 0.086 0.100
C -0.42023 -3.75122 -2.59328 -0.112 0.130 -0.072
H -2.91267 -2.99388 -5.94964 0.053 -0.019 -0.027
H -2.90399 -1.37700 -5.20046 0.046 0.030 -0.010
H -0.74220 -2.07488 -6.11810 -0.016 0.004 -0.013
H 0.55590 -3.82860 -5.02496 0.013 0.050 -0.004
H -0.91706 -4.40998 -5.84310 -0.019 0.039 -0.032
H -2.82540 -4.76124 -2.79285 -0.014 -0.025 -0.006
H -2.87328 -4.96058 -4.55048 0.006 0.007 -0.019
H -3.14448 -2.60148 -1.83051 -0.041 0.023 -0.003
H -3.14832 -1.16775 -2.84879 -0.041 0.004 0.051
H 0.65813 -1.48138 -4.27793 0.002 -0.030 -0.070
H -0.78608 -0.46428 -4.35406 -0.009 -0.001 -0.075
H -0.76386 -4.28612 -1.70522 0.043 -0.031 0.005
H 0.66541 -3.85594 -2.64553 0.012 -0.022 0.033
```
Forces are in eV/Å.

As for the spin multiplicity: 2. Its HOMO-LUMO gap (spin up / spin down) is 6.50 / 6.50 eV. Its expectation value of S² is 0.753. The calculation puts the molar mass at 830.74 g/mol. The value obtained for the LUMO energy (spin up / spin down) is -0.31903 / -0.31932 hartree. The largest force on an atom is 1.58 eV Å⁻¹. The charge is +3.